Entry from OMol25: C30H65FGaN2PS2 as an isolated structure in a non-equilibrium geometry (ωB97M-V/def2-TZVPD).

Geometry as ORCA input:
```
! RIJCOSX wB97M-V def2-TZVPD def2/J DEFGRID3
* xyz 0 1
Ga -5.039 5.045 -0.406
S -6.015 0.162 -3.709
S -3.840 -0.362 -1.615
P 3.096 -2.249 1.297
F -5.068 6.987 -0.300
N -3.692 1.828 -3.672
N -6.693 4.286 -1.075
C -3.917 4.427 -4.197
C 1.997 -2.915 0.017
C -1.430 2.170 -4.999
C -2.914 1.468 -4.918
C 1.481 -2.031 -1.117
C 0.382 -1.015 -0.796
C 0.538 2.040 -3.210
C -5.322 -0.335 -0.425
C 2.097 -1.086 2.185
C -0.193 1.236 -4.467
C 6.915 -3.876 3.431
C -5.853 3.958 2.481
C 3.527 -3.719 2.192
C -0.804 -1.571 -0.023
C -5.897 -0.406 2.258
C 4.369 -3.814 3.460
C 1.719 -1.873 5.106
C 2.837 -0.940 4.670
C -3.336 4.424 -1.485
C 7.487 -2.586 0.271
C 6.184 -3.205 -0.217
C -4.468 0.660 -3.102
C -4.635 2.993 -3.879
C 4.425 -1.423 0.456
C 5.158 -2.165 -0.664
C -3.187 5.160 -2.936
C 5.663 -3.008 3.518
C 2.620 -0.242 3.334
C -4.755 4.247 1.521
C -4.793 0.015 1.100
H 5.715 -2.480 4.478
H 8.164 -3.372 0.619
H -3.829 -0.625 1.278
H -6.829 3.318 -0.655
H 3.778 -1.478 4.632
H -0.509 -2.026 0.923
H 5.665 -1.427 -1.301
H 1.819 -0.339 1.437
H -5.388 3.014 -2.983
H 1.329 2.828 -3.613
H -2.023 5.264 -3.174
H -6.057 0.526 -0.760
H -1.427 3.156 -4.331
H -3.589 6.282 -2.903
H -7.464 4.855 -0.633
H 6.999 -4.513 4.319
H -5.935 -1.335 -0.424
H 7.988 -2.049 -0.541
H 0.009 -0.606 -1.744
H -2.716 0.292 -4.855
H -4.775 5.161 -4.574
H 1.153 1.317 -2.500
H -3.136 4.378 -5.099
H -6.309 2.871 2.555
H -5.285 2.722 -4.843
H 1.160 -3.414 0.516
H 6.417 -3.854 -1.068
H 4.426 -2.664 -1.306
H -6.412 -1.453 2.056
H 5.689 -2.241 2.750
H -1.507 -0.763 0.212
H 2.565 -4.179 2.454
H 7.326 -1.887 1.092
H 0.618 1.218 -5.343
H -6.246 4.776 3.221
H 4.591 -4.876 3.633
H 3.745 -3.540 4.313
H 5.771 -3.850 0.560
H 2.564 -3.728 -0.455
H 3.550 0.253 3.034
H 3.968 -0.540 -0.009
H -2.426 4.817 -0.820
H 3.960 -4.416 1.467
H 0.797 -1.316 5.300
H 5.141 -1.010 1.171
H -3.471 1.672 -5.929
H -5.304 -0.461 3.288
H 0.800 -0.156 -0.266
H -0.227 2.651 -2.561
H -6.733 0.419 2.420
H 2.005 -2.390 6.028
H 2.317 -1.496 -1.579
H 1.157 -1.564 2.472
H -1.337 -2.319 -0.616
H 2.978 -0.178 5.446
H 6.892 -4.519 2.550
H -3.637 3.988 1.831
H -1.244 2.495 -6.119
H -3.216 3.252 -1.500
H 1.506 -2.644 4.360
H 1.083 -2.699 -1.893
H 7.803 -3.245 3.386
H 1.890 0.561 3.508
H -4.472 1.154 1.218
H -0.475 0.129 -4.214
*
```

Molecular weight = 637.7 Da
Kohn-Sham gap = 3.918 eV

***

Entry from OMol25: C41H36AsN7O3PRuS as an isolated structure in a non-equilibrium geometry (ωB97M-V/def2-TZVPD).

Geometry as ORCA input:
```
! RIJCOSX wB97M-V def2-TZVPD def2/J DEFGRID3
* xyz 3 5
Ru -0.941 1.864 0.479
As 1.633 -4.224 0.136
S 7.902 3.526 -0.116
P -0.492 -0.217 -0.461
O 9.146 4.176 0.129
O 7.788 2.106 0.156
O 7.015 4.076 -1.102
N -2.230 3.131 1.385
N 7.411 4.391 2.593
N -2.510 2.339 -1.411
N -4.190 4.150 1.448
N 5.606 3.666 1.299
N 0.821 2.619 1.261
N -4.041 4.009 -1.641
C 2.370 3.309 2.940
C -1.463 -0.571 -3.031
C -1.697 -0.032 -1.822
C -3.303 3.487 0.654
C -0.555 -4.846 1.866
C 1.843 -4.628 -1.748
C -1.183 -4.983 -0.454
C -3.637 1.206 -2.914
C -3.410 0.366 -4.119
C 0.514 -1.697 -0.922
C -2.353 -0.439 -4.175
C 5.219 4.418 3.499
C 1.402 -5.873 -2.196
C -2.835 2.572 -2.874
C 2.331 -5.420 -4.366
C -1.823 -5.263 2.239
C 1.625 -6.256 -3.510
C -2.456 -5.395 -0.077
C 6.589 4.642 3.610
C -3.508 -1.784 1.878
C -1.195 -0.280 2.203
C 2.568 -3.802 -2.604
C 1.131 2.845 2.543
C 3.017 3.319 0.635
C -2.903 0.865 -1.590
C -1.992 -0.566 3.305
C -2.456 3.573 2.651
C 3.352 3.530 1.978
C -0.222 -4.710 0.519
C 1.419 -2.229 0.194
C -3.152 -1.305 3.136
C -3.706 3.755 -2.889
C -3.668 4.207 2.702
C -2.716 -1.515 0.775
C 2.796 -4.192 -3.916
C 4.749 3.906 2.295
C 1.756 2.875 0.320
C -1.553 -0.762 0.928
C -3.394 3.221 -0.731
C -2.771 -5.553 1.265
C 6.849 3.950 1.523
H -4.702 1.386 -2.755
H 7.044 5.016 4.519
H 2.562 3.468 3.992
H -3.512 0.511 -0.752
H 1.273 -7.217 -3.858
H -4.408 -2.371 1.765
H 2.409 -1.780 0.137
H -5.086 4.537 1.190
H -1.979 2.597 -3.546
H 1.117 -1.422 -1.788
H 1.018 -2.035 1.190
H -0.591 -1.197 -3.171
H -2.985 -1.911 -0.198
H -4.675 4.762 -1.386
H -0.231 0.209 2.340
H 2.971 -2.860 -2.246
H 2.555 -5.745 -5.373
H -3.777 -1.526 3.991
H 3.760 3.484 -0.133
H -1.704 -0.224 4.291
H 0.371 2.623 3.280
H -1.745 3.437 3.446
H 0.202 -4.670 2.624
H -0.934 -4.901 -1.506
H -4.183 4.674 3.526
H -2.061 -5.401 3.287
H -2.144 -1.032 -5.054
H 4.563 4.655 4.325
H -4.097 0.472 -4.949
H 3.360 -3.551 -4.580
H 1.470 2.701 -0.708
H -3.746 -5.929 1.550
H -0.224 -2.445 -1.229
H 0.892 -6.546 -1.517
H -3.193 -5.624 -0.837
H -4.090 4.295 -3.742
*
```

Relative energy (zero: lowest compared OMol25 entry of this formula, charge and spin) = 0.00 kJ/mol
Molecular weight = 913.8 Da
Kohn-Sham gap (spin up / spin down) = 4.137 / 3.000 eV

***

Entry from OMol25: C32H28BN4O4OsS as an isolated structure (ωB97M-V/def2-TZVPD).

Geometry as ORCA input:
```
! RIJCOSX wB97M-V def2-TZVPD def2/J DEFGRID3
* xyz 1 1
Os 0.660 -0.259 0.093
S 5.025 -2.303 -0.389
O 2.022 2.206 2.855
O -1.646 1.580 -0.852
O 0.726 0.721 -3.795
O -2.287 0.295 0.929
N 2.886 -1.130 0.296
N 0.684 0.571 1.854
N 0.621 -0.574 -1.849
N 1.356 1.478 -0.481
C -0.858 -2.416 -2.580
C 1.203 -3.364 -4.207
C 2.327 3.501 0.150
C -2.955 1.888 -0.520
C 0.366 -1.736 -2.653
C -1.010 -3.574 -3.333
C -2.034 -1.906 -1.794
C -0.029 -2.107 1.786
C -5.462 2.123 0.534
C -4.593 1.207 1.121
C 0.009 -4.056 -4.135
C -3.339 1.113 0.562
C -0.548 0.957 3.983
C -3.803 2.795 -1.111
C 0.903 0.605 -2.614
C -1.407 -1.010 5.120
C -0.321 -1.262 2.997
C 2.718 -1.476 -3.639
C -0.538 2.457 3.908
C 1.401 -2.192 -3.485
C 3.898 -0.550 1.024
C 3.348 -2.070 -0.488
C 1.975 2.939 -2.187
C 1.510 1.728 1.878
C 1.759 2.288 0.491
C 2.426 3.818 -1.204
C -0.997 -1.815 4.069
C 1.434 1.736 -1.776
C 5.129 -1.059 0.778
C -0.006 0.111 3.005
C -1.214 0.357 5.049
C -5.077 2.898 -0.556
B -1.266 0.591 0.041
H 2.003 -3.727 -4.841
H -2.326 -0.906 -2.123
H -0.132 -4.959 -4.712
H -1.957 -4.099 -3.294
H 1.032 -2.223 1.582
H 3.673 0.218 1.749
H -0.560 2.818 2.878
H 0.339 2.886 4.390
H 2.682 -0.785 -4.483
H -3.496 3.391 -1.959
H -1.229 -2.873 4.069
H 2.860 4.764 -1.496
H -1.429 2.842 4.401
H -0.457 -3.103 1.891
H 3.516 -2.194 -3.827
H 2.673 4.170 0.926
H -1.933 -1.442 5.961
H 2.717 -2.658 -1.141
H -1.848 -1.862 -0.723
H -0.587 -1.721 0.858
H 6.066 -0.777 1.229
H -2.888 -2.564 -1.941
H -6.460 2.234 0.933
H -4.882 0.597 1.966
H -5.783 3.596 -0.985
H 2.037 3.171 -3.241
H 2.994 -0.893 -2.759
H -1.623 0.994 5.823
*
```

Relative energy (zero: lowest compared OMol25 entry of this formula, charge and spin) = 76.89 kJ/mol
Molecular weight = 765.7 Da
Kohn-Sham gap (spin up / spin down) = 6.112 / 6.113 eV

***

Entry from OMol25: an isolated ion of composition C2H6N3O and charge +1 in a non-equilibrium geometry (ωB97M-V/def2-TZVPD).

Geometry as ORCA input:
```
! RIJCOSX wB97M-V def2-TZVPD def2/J DEFGRID3
* xyz 1 1
O -1.033 1.901 1.580
N 1.012 -0.730 -0.108
N -1.307 0.754 -0.336
N 0.630 0.450 0.788
C -0.658 1.107 0.695
C -0.051 -1.015 -1.063
H 1.848 -0.458 -0.581
H 1.271 0.710 1.567
H -0.110 -0.443 -2.037
H 1.306 -1.420 0.564
H -0.638 -1.916 -0.783
H -2.272 1.059 -0.287
*
```

Relative energy (zero: lowest compared OMol25 entry of this formula, charge and spin) = 638.11 kJ/mol
Molecular weight = 88.1 Da
Kohn-Sham gap (spin up / spin down) = 8.190 / 7.070 eV

***

Entry from OMol25: a single C4H7NO molecule in a non-equilibrium geometry (ωB97M-V/def2-TZVPD).

Geometry as ORCA input:
```
! RIJCOSX wB97M-V def2-TZVPD def2/J DEFGRID3
* xyz 0 1
O 0.333 1.054 -1.099
N -0.772 -1.050 -2.285
C -0.193 -0.112 -1.219
C -1.109 0.517 0.951
C 0.147 0.178 0.105
C 1.394 -0.373 0.736
H -0.744 -0.361 -3.050
H -1.483 -0.424 1.141
H 1.681 0.164 1.671
H -1.799 0.913 0.234
H -0.806 1.259 1.717
H 1.066 -1.407 1.038
H 2.287 -0.357 0.060
*
```

Relative energy (zero: lowest compared OMol25 entry of this formula, charge and spin) = 395.76 kJ/mol
Molecular weight = 85.1 Da
Kohn-Sham gap = 10.070 eV
Structure (SMILES) = [H]/N=C1\OC1(C)C

***

Entry from OMol25: C10H8Br2N2O2Ru as an isolated structure in a non-equilibrium geometry (ωB97M-V/def2-TZVPD).

Geometry as ORCA input:
```
! RIJCOSX wB97M-V def2-TZVPD def2/J DEFGRID3
* xyz 4 5
Ru -0.661 0.145 -0.194
Br -3.243 1.004 1.494
Br -1.159 -2.711 -0.441
O 1.441 -3.183 -4.865
O -0.212 2.728 5.471
N -0.567 0.876 1.786
N -0.454 -0.645 -2.159
C -1.518 2.116 3.608
C -0.323 -2.014 -2.045
C 0.804 1.576 3.683
C -1.612 1.431 2.415
C 0.861 -0.895 -4.211
C 0.164 -0.143 -3.240
C 0.626 1.013 2.439
C 0.890 -2.292 -4.031
C 0.293 -2.840 -2.874
C -0.303 2.101 4.317
H -2.428 2.650 4.006
H 1.370 0.622 1.760
H 1.303 -0.413 -5.067
H 0.199 -3.946 -2.834
H 0.678 2.954 5.744
H 1.747 1.798 4.121
H 1.962 -2.864 -5.593
H 0.140 0.933 -3.290
*
```

Molecular weight = 449.1 Da
Kohn-Sham gap (spin up / spin down) = 7.007 / 5.184 eV

***

Entry from OMol25: C2H3N2O2 as an isolated structure in a non-equilibrium geometry (ωB97M-V/def2-TZVPD).

Geometry as ORCA input:
```
! RIJCOSX wB97M-V def2-TZVPD def2/J DEFGRID3
* xyz 1 1
O 1.544 -2.898 0.421
O -0.662 0.078 -1.158
N 0.893 -0.866 0.907
N 1.532 -1.733 0.408
C -0.781 1.298 -0.861
C 0.171 0.061 0.489
H -0.923 2.310 -1.287
H -0.752 0.360 0.947
H -1.021 1.389 0.133
*
```

Relative energy (zero: lowest compared OMol25 entry of this formula, charge and spin) = 970.67 kJ/mol
Molecular weight = 87.1 Da
Kohn-Sham gap (spin up / spin down) = 7.873 / 7.874 eV

***

Entry from OMol25: a single C5H5N3O2 molecule in a non-equilibrium geometry (ωB97M-V/def2-TZVPD).

Geometry as ORCA input:
```
! RIJCOSX wB97M-V def2-TZVPD def2/J DEFGRID3
* xyz 0 1
O -3.288 -0.795 -0.231
O -2.956 1.324 0.012
N -2.597 0.169 -0.034
N -0.855 -1.287 0.130
N -1.269 -0.059 0.172
C 1.916 0.218 -0.068
C -0.272 1.439 0.099
C 1.618 -1.091 -0.014
C 1.029 1.368 -0.025
C 0.326 -1.746 0.068
H 0.351 -2.829 0.070
H 1.539 2.328 -0.104
H 2.453 -1.780 -0.044
H -0.958 2.257 0.128
H 2.963 0.483 -0.159
*
```

Relative energy (zero: lowest compared OMol25 entry of this formula, charge and spin) = 639.62 kJ/mol
Molecular weight = 139.1 Da
Kohn-Sham gap = 7.851 eV
Structure (SMILES) = O=[N+]([O-])N1C=CC=CC=N1

***

Entry from OMol25: a single C5H14N2O2 molecule in a non-equilibrium geometry (ωB97M-V/def2-TZVPD).

Geometry as ORCA input:
```
! RIJCOSX wB97M-V def2-TZVPD def2/J DEFGRID3
* xyz 0 1
O 0.514 1.260 -1.849
O 1.083 -1.507 0.207
N 0.865 -0.791 -0.991
N -0.374 0.356 1.623
C -1.470 0.236 -1.032
C 0.427 -1.707 -2.030
C 0.343 1.041 0.555
C 0.174 0.628 2.940
C 0.036 0.421 -0.827
H -1.857 -0.553 -0.390
H 0.115 2.116 0.493
H -0.508 -2.226 -1.786
H 0.303 -1.138 -2.949
H 1.214 -2.446 -2.166
H -1.972 1.172 -0.799
H 0.225 1.699 3.183
H 1.482 1.009 -1.872
H 0.267 -1.487 0.744
H -1.350 0.639 1.605
H 1.182 0.216 2.985
H -1.671 -0.002 -2.073
H -0.441 0.128 3.688
H 1.415 0.934 0.743
*
```

Relative energy (zero: lowest compared OMol25 entry of this formula, charge and spin) = 286.07 kJ/mol
Molecular weight = 134.2 Da
Kohn-Sham gap = 9.736 eV
Structure (SMILES) = CNC[C@@](C)(O)N(C)O

***

Entry from OMol25: an isolated ion of composition C2H6N3O2 and charge -1 in a non-equilibrium geometry (ωB97M-V/def2-TZVPD).

Geometry as ORCA input:
```
! RIJCOSX wB97M-V def2-TZVPD def2/J DEFGRID3
* xyz -1 1
O -2.062 -0.405 -1.032
O -0.739 -2.007 -0.148
N 1.765 -0.384 -0.243
N -0.478 1.584 0.015
N 0.958 -0.132 0.901
C -1.129 -0.825 -0.301
C -0.401 0.246 0.564
H 1.790 0.421 -0.843
H -0.954 0.256 1.508
H -1.359 1.669 -0.472
H 0.908 -0.992 1.420
H 0.275 1.772 -0.629
H 1.426 -1.203 -0.739
*
```

Relative energy (zero: lowest compared OMol25 entry of this formula, charge and spin) = 172.87 kJ/mol
Molecular weight = 104.1 Da
Kohn-Sham gap = 8.318 eV
Structure (SMILES) = NN[C@@H](N)C(=O)[O-]

***

Entry from OMol25: C8H9F3NO7Pt as an isolated structure (ωB97M-V/def2-TZVPD).

Geometry as ORCA input:
```
! RIJCOSX wB97M-V def2-TZVPD def2/J DEFGRID3
* xyz -1 1
Pt -0.290 -0.402 -0.752
F -1.939 -4.886 -0.338
F -0.083 -5.384 0.654
F -0.096 -4.994 -1.469
O 0.245 -0.262 2.434
O -0.088 -2.766 1.120
O -3.472 1.987 -0.885
O 1.731 -0.556 -0.785
O -0.592 -2.391 -1.050
O -2.246 0.119 -0.738
O 3.509 0.797 -0.906
N 0.031 1.531 -0.347
C 0.857 0.925 2.011
C -0.012 1.808 1.116
C -0.398 -3.099 -0.009
C 2.310 0.602 -0.854
C -1.108 2.227 -0.996
C -0.620 -4.608 -0.295
C 1.368 1.823 -0.919
C -2.407 1.401 -0.854
H -1.254 3.225 -0.580
H 1.835 2.679 -0.427
H 1.239 2.055 -1.976
H 0.282 2.857 1.245
H 1.838 0.747 1.561
H -1.049 1.696 1.437
H 1.031 1.510 2.919
H -0.898 2.311 -2.062
H 0.277 -0.953 1.747
*
```

Relative energy (zero: lowest compared OMol25 entry of this formula, charge and spin) = 0.00 kJ/mol
Molecular weight = 483.2 Da
Kohn-Sham gap = 8.723 eV

***

Entry from OMol25: a single C18H15FO3S molecule in a non-equilibrium geometry (ωB97M-V/def2-TZVPD).

Geometry as ORCA input:
```
! RIJCOSX wB97M-V def2-TZVPD def2/J DEFGRID3
* xyz 0 1
S 3.304 1.361 -4.178
F -0.089 -2.848 1.774
O -1.778 0.641 2.148
O -1.206 -0.729 -2.421
O 3.762 3.172 -1.516
C -2.367 0.295 -0.665
C 4.862 1.897 -3.264
C -2.185 -0.854 0.393
C 0.425 1.879 -0.636
C -1.511 -3.961 3.244
C -3.306 -1.925 3.547
C -3.564 -3.051 4.241
C 0.083 1.148 -1.759
C 4.718 3.240 -2.590
C -2.033 -0.520 1.876
C 2.527 2.512 -1.629
C -1.187 -2.820 2.632
C 1.601 2.607 -0.627
C 2.243 1.658 -2.746
C -2.160 -1.775 2.702
C 0.945 1.139 -2.861
C -1.152 0.303 -1.731
C -2.686 -4.104 4.010
H 5.663 3.643 -2.224
H -0.850 -4.937 3.145
H -1.304 -1.455 0.292
H -2.348 1.270 -0.145
H -3.318 0.375 -1.234
H -0.113 1.932 0.229
H -2.956 -5.032 4.445
H -4.494 -3.259 4.764
H -3.082 -1.422 0.292
H 5.792 1.787 -3.804
H 1.729 3.299 0.117
H 0.596 0.415 -3.616
H 4.276 3.985 -3.246
H -3.924 -1.116 3.456
H 5.088 1.248 -2.416
*
```

Molecular weight = 330.4 Da
Kohn-Sham gap = 8.701 eV
Structure (SMILES) = O=C(CCC(=O)c1ccccc1F)c1ccc2c(c1)SCCO2

***

Entry from OMol25: a single C17H16N4O3S2 molecule in a non-equilibrium geometry (ωB97M-V/def2-TZVPD).

Geometry as ORCA input:
```
! RIJCOSX wB97M-V def2-TZVPD def2/J DEFGRID3
* xyz 0 1
S -0.313 -3.948 1.963
S 0.465 -3.755 -1.140
O -1.196 -4.651 1.091
O -1.965 2.190 -0.677
O -0.258 -4.290 3.348
N -0.693 1.917 1.203
N 2.927 -3.149 -1.484
N 2.833 -3.470 -0.196
N 1.273 -4.197 1.405
C 0.225 -1.348 2.569
C 1.639 -3.813 0.155
C -0.656 0.538 1.352
C -1.336 2.664 0.243
C -1.009 6.296 -0.623
C -0.501 -2.191 1.749
C 1.278 -4.173 -4.366
C -0.947 6.113 1.769
C 1.682 -2.925 -3.582
C -1.308 -1.694 0.743
C -1.389 -0.329 0.539
C -1.076 4.739 1.673
C 0.146 0.015 2.373
C -1.168 4.133 0.423
C 1.831 -3.224 -2.138
C -1.150 4.925 -0.723
C -0.903 6.892 0.623
H 2.034 -4.947 -4.259
H -0.987 6.902 -1.516
H 0.708 0.684 3.009
H 2.636 -2.541 -3.944
H 0.919 -2.153 -3.709
H 0.831 -1.768 3.355
H -1.246 4.444 -1.684
H -0.132 2.431 1.868
H -2.009 0.073 -0.244
H -1.868 -2.385 0.134
H -1.144 4.151 2.579
H 0.330 -4.560 -3.999
H 2.007 -4.203 2.095
H -0.885 6.579 2.741
H 1.173 -3.933 -5.421
H -0.797 7.963 0.705
*
```

Relative energy (zero: lowest compared OMol25 entry of this formula, charge and spin) = 62.36 kJ/mol
Molecular weight = 388.5 Da
Kohn-Sham gap = 9.010 eV
Structure (SMILES) = CCc1nnc(NS(=O)(=O)c2ccc(NC(=O)c3ccccc3)cc2)s1